Record 1
Density functional theory data (ωB97M-V with the def2-TZVPD basis set) for C3H6N2O in the gas phase.

**Energy relative to the best compared isomer or geometry (same formula, charge and spin)**: 28.1 kcal per mole
**SMILES**: C/N=C/NC=O
**LUMO**: 1.0 eV
**HOMO level**: -9.52 eV

Geometry as XYZ:
```
12
Properties=species:S:1:pos:R:3:forces:R:3:nbo_charge:R:1
O 3.259523 -0.134443 1.173169 -0.3 0.2 -0.2 -0.572
N 1.299095 -0.432178 0.051104 0.2 -0.1 -0.1 -0.622
N -0.858152 -0.688782 -0.629212 0.4 0.1 0.1 -0.455
C 0.136393 0.076296 -0.522572 -0.1 -0.2 0.0 0.269
C 2.340755 0.317575 0.529335 0.1 -0.1 0.0 0.536
C -2.190558 -0.150604 -0.742813 -0.1 -0.1 0.0 -0.431
H 1.236483 -1.396024 0.362141 0.1 0.1 -0.1 0.421
H -2.469267 -0.153184 0.312713 -0.7 0.4 -0.1 0.210
H 2.249955 1.388462 0.268052 0.1 -0.1 0.0 0.109
H -2.871864 -0.842023 -1.246209 0.3 0.1 -0.1 0.206
H -2.294446 0.856178 -1.188854 0.2 -0.3 0.2 0.176
H 0.199342 1.132857 -0.828033 -0.2 -0.1 0.3 0.153
```
Forces are in eV/Å.

Record 2
Density functional theory data (ωB97M-V with the def2-TZVPD basis set) for C3H6N2O in the gas phase.

**Energy relative to the best compared isomer or geometry (same formula, charge and spin)**: 29.6 kcal per mole
**SMILES**: NC(=O)N1CC1
**LUMO**: 0.9 eV
**HOMO level**: -9.72 eV

Geometry as XYZ:
```
12
Properties=species:S:1:pos:R:3:forces:R:3:nbo_charge:R:1
O -0.290431 2.152984 -0.559565 0.0 -0.3 0.2 -0.623
N 0.005216 -0.113540 -0.566409 -0.2 0.2 -0.2 -0.453
N -1.577544 0.875889 0.818661 0.0 0.1 0.0 -0.840
C 1.401615 -0.379542 -0.704581 0.2 0.1 -0.1 -0.217
C 0.514789 -1.272034 0.113143 0.0 -0.2 0.1 -0.247
C -0.586307 1.062734 -0.111853 0.1 0.0 0.0 0.780
H -1.897415 -0.046915 1.056552 0.0 0.0 -0.1 0.390
H 0.177941 -2.222715 -0.296518 0.1 0.1 0.1 0.202
H -2.232980 1.635928 0.912146 0.1 -0.1 0.1 0.404
H 2.107558 0.244908 -0.158151 -0.2 0.0 -0.1 0.203
H 1.726316 -0.678681 -1.697617 0.0 0.0 0.2 0.203
H 0.651243 -1.259016 1.194191 -0.1 0.1 -0.1 0.198
```
Forces are in eV/Å.